C5H9N4OS | ωB97M-V/def2-TZVPD

Structure (XYZ):
```
20
C5H9N4OS | OMol25 | ωB97M-V/def2-TZVPD
S -2.380 2.645 0.346
C 0.976 -2.134 1.342
H 1.374 -1.916 2.413
H 0.206 2.298 -0.045
H 2.326 -1.451 -0.303
N -2.145 -0.022 0.687
H 1.405 -3.281 1.223
H -0.082 -2.140 1.241
C 1.153 0.120 0.301
C -2.182 1.051 -0.163
N -1.969 -1.110 0.102
H -1.716 -1.555 -1.846
H 0.306 0.412 0.940
H 0.669 2.214 -1.772
N -2.145 0.558 -1.407
N -2.099 -0.747 -1.232
C 1.576 -1.152 0.391
O 1.792 1.031 -0.525
H 1.840 2.990 -0.950
C 1.094 2.190 -0.743
```

Frontier orbital gap, eV: 6.921
E_HOMO, hartree: -0.1217
2S+1: 1
Charge: -1
Molar mass, u: 173.22



C5H9N4S | ωB97M-V/def2-TZVPD

Structure (XYZ):
```
19
C5H9N4S | OMol25 | ωB97M-V/def2-TZVPD
H 1.041 1.349 0.938
C -0.572 0.365 0.192
H -2.510 -0.984 1.863
H 2.841 0.497 1.663
N -2.417 1.612 -0.477
H -1.175 2.212 1.146
N 3.033 0.112 0.744
S -2.897 -1.478 0.595
C 1.954 -0.180 0.039
H 2.749 -1.623 -1.082
H 3.847 -0.436 0.663
H 1.245 -1.360 -1.481
H -1.233 -1.202 -1.306
H -3.237 0.276 -1.652
N 1.976 -1.091 -0.988
C -1.432 1.526 0.343
N -2.409 0.472 -1.118
C 0.770 0.467 0.474
C -1.573 -0.532 -0.557
```

ΔE to the lowest compared entry with this formula, charge and spin, kJ/mol: 193.7
Frontier orbital gap (alpha / beta), eV: 6.937 / 6.936
E_HOMO (alpha / beta), hartree: -0.4429 / -0.4429
2S+1: 1
Charge: +1
Molar mass, u: 157.22



C5H9NO | ωB97M-V/def2-TZVPD

Structure (XYZ):
```
16
C5H9NO | OMol25 | ωB97M-V/def2-TZVPD
C 0.254 0.404 0.558
C -2.091 -0.358 -0.026
O 1.666 -1.464 -0.133
C -1.200 0.573 0.765
C 1.063 -0.243 -0.329
N -0.303 -0.068 1.730
C 2.429 -0.404 -0.759
H 2.751 -0.495 -1.794
H -1.652 1.516 1.084
H 0.610 1.524 -1.432
H -2.969 -0.635 0.567
H -2.436 0.090 -0.960
H 0.564 1.982 -0.830
H -1.544 -1.274 -0.276
H -0.337 -1.068 1.894
H 3.196 -0.081 -0.060
```

ΔE to the lowest compared entry with this formula, charge and spin, kJ/mol: 653.4
Frontier orbital gap, eV: 8.794
E_HOMO, hartree: -0.2951
2S+1: 1
Molar mass, u: 99.13



C5H9NO | ωB97M-V/def2-TZVPD

Structure (XYZ):
```
16
C5H9NO | OMol25 | ωB97M-V/def2-TZVPD
H 2.223 -2.547 -0.472
H 0.521 -1.574 -1.807
N -3.356 2.321 0.369
H -0.190 1.271 -1.210
C 1.660 -1.631 -0.240
H 2.273 -0.755 -0.500
C -0.279 0.976 -0.167
C -1.604 0.369 0.228
H 0.619 0.943 1.738
H 1.488 -1.593 0.838
C 0.705 1.221 0.687
H 1.625 1.706 0.369
C -2.604 1.444 0.316
H -1.936 -0.386 -0.494
O 0.390 -1.630 -0.855
H -1.533 -0.134 1.201
```

ΔE to the lowest compared entry with this formula, charge and spin, kJ/mol: 225.6
Frontier orbital gap, eV: 10.756
E_HOMO, hartree: -0.3718
2S+1: 1
Molar mass, u: 99.13



C5H9NO | ωB97M-V/def2-TZVPD

Structure (XYZ):
```
16
C5H9NO | OMol25 | ωB97M-V/def2-TZVPD
H -2.354 -0.162 -1.149
O 2.447 1.737 0.387
C -0.497 -0.628 -0.518
H 0.905 1.457 -0.775
H 0.750 -1.761 -1.821
H -0.683 -0.930 1.528
C 0.521 -1.456 -0.802
H 1.311 -1.856 -0.170
N -1.476 -0.467 -1.526
H -1.751 0.133 1.067
H -0.016 1.810 1.756
H -1.200 -0.396 -2.473
C -0.706 -0.043 0.867
C 0.447 0.892 1.351
C 1.285 1.409 0.254
H 1.020 0.261 2.023
```

ΔE to the lowest compared entry with this formula, charge and spin, kJ/mol: 249.6
Frontier orbital gap, eV: 9.105
E_HOMO, hartree: -0.3020
2S+1: 1
Molar mass, u: 99.13



C5H9NO | ωB97M-V/def2-TZVPD

Structure (XYZ):
```
16
C5H9NO | OMol25 | ωB97M-V/def2-TZVPD
H -0.756 -0.159 1.391
C -1.618 1.133 1.388
H 2.093 0.471 -2.092
N 0.756 0.307 -0.494
H -0.700 1.711 1.298
H -2.479 1.637 1.836
C -0.154 -0.590 0.189
C 1.186 -0.085 -1.830
H 0.396 0.175 -2.544
O -2.703 -0.541 -0.020
H 1.527 0.198 1.517
C -1.822 0.130 0.437
H 1.396 -1.167 -1.917
H 1.952 -1.255 0.461
C 1.293 -0.396 0.631
H -0.366 -1.569 -0.250
```

ΔE to the lowest compared entry with this formula, charge and spin, kJ/mol: 571.6
Frontier orbital gap, eV: 9.565
E_HOMO, hartree: -0.3203
2S+1: 1
Molar mass, u: 99.13